Formula: C28H48Cl2InN4O5Si
Source: the OMol25 dataset
Level of theory: wB97M-V/def2-TZVPD

XYZ file:
```
89
Properties=species:S:1:pos:R:3:forces:R:3
C -1.48372 -0.26924 -5.41138 -0.13 -0.24 -0.27
C -0.54795 -1.01951 -4.51855 -1.62 -3.04 -0.11
H -1.14097 -0.30007 -6.44013 0.19 0.26 -0.14
H -1.61465 0.76015 -5.08538 -0.06 0.02 0.00
H -2.45051 -0.78244 -5.41982 -0.03 0.15 0.14
C 0.15201 -2.12599 -4.98699 0.09 0.63 0.64
C 0.07991 -2.61780 -6.36518 0.30 -0.13 -1.08
H 0.71694 -2.75304 -4.31725 -0.21 -0.03 0.30
H 0.70804 -2.04348 -7.05455 -0.02 -0.08 -0.44
H -0.93599 -2.63698 -6.76869 -0.07 0.03 -0.17
H 0.43284 -3.65300 -6.40195 0.01 0.08 -0.07
In -2.18766 0.32107 1.22368 0.65 1.10 0.55
Cl -2.56762 2.61656 1.61213 0.23 -0.30 0.19
C -0.17597 -1.64946 1.74005 -0.50 1.30 0.23
O -0.12292 -0.38143 1.57572 0.53 -1.65 -0.37
N 0.49061 -2.32590 2.66523 0.65 0.12 -0.49
C 1.73677 -1.84473 3.28051 -0.06 0.09 0.31
C 0.17539 -3.74272 2.80733 0.05 -0.50 -0.37
H -0.86391 -2.25370 1.11881 0.21 0.11 0.38
H 1.82229 -0.75371 3.19555 -0.21 -0.33 -0.03
H 2.61797 -2.30972 2.79752 -0.47 0.12 0.09
H 1.75050 -2.13730 4.34488 -0.07 0.21 -0.45
H -0.89934 -3.88596 2.64006 0.31 0.02 0.13
H 0.43524 -4.09893 3.81328 -0.09 0.27 -0.30
H 0.72256 -4.33373 2.05158 -0.13 0.12 0.41
H 1.42899 2.99342 6.03471 0.01 -0.23 -0.21
H 0.03749 4.73570 5.98306 -0.14 0.03 -0.31
C 1.54203 2.80882 4.96038 0.23 -0.10 0.15
C 0.13931 4.88997 4.90316 -0.09 0.12 -0.46
N 0.58766 3.65448 4.26880 0.33 0.04 -0.04
H 1.34946 1.74805 4.73266 0.05 0.44 0.08
C 0.43446 3.51796 2.93427 0.51 -1.29 -1.19
O 0.94594 2.62880 2.23160 -0.56 1.22 1.32
H -0.83225 5.15061 4.44758 0.38 0.04 0.45
H -0.22535 4.28007 2.49662 -0.02 -0.04 0.00
H 2.59078 3.03882 4.69050 -0.42 -0.07 -0.02
H 0.84874 5.72110 4.72572 -0.26 -0.29 0.17
H 2.05180 0.88532 -3.31204 1.97 -0.74 -0.39
H 3.59006 -2.17634 -2.67637 0.02 0.26 0.40
C 3.07487 0.57715 -2.94285 -0.17 -0.39 -0.51
C 3.82911 -1.48739 -1.84414 0.18 -0.28 0.02
N 2.88720 -0.37532 -1.85559 -0.31 0.08 0.44
H 3.73995 1.39369 -2.60911 -0.55 -0.42 -0.42
C 1.86431 -0.22746 -1.02962 -0.19 0.68 -0.54
O 0.97470 0.67242 -1.20389 1.15 -1.71 1.31
H 3.81871 -2.04226 -0.88955 -0.06 0.39 -0.42
H 1.74915 -0.87803 -0.15574 0.17 0.13 -0.41
H 3.47355 0.05830 -3.82727 -0.04 0.06 0.35
H 4.82442 -1.06810 -2.04531 -0.19 -0.25 0.30
O 0.14745 -0.07899 -3.43567 1.28 2.16 2.15
C -0.93604 -0.96079 -3.04683 0.43 0.65 -0.08
C 0.59988 -2.68400 -1.91923 -0.17 0.11 -0.05
C -0.66542 -2.11422 -2.12136 -0.18 -0.30 0.02
H 1.44680 -2.19536 -2.40745 -0.40 -0.48 0.10
C 0.76026 -3.85266 -1.16257 -0.08 0.43 -0.24
H -1.86584 -0.42890 -2.76582 0.53 -0.21 -0.23
C -1.76907 -2.77106 -1.53909 -0.03 0.30 -0.02
H 1.74994 -4.31195 -1.10683 -0.28 0.09 0.14
C -0.34671 -4.45536 -0.56850 -0.11 -0.11 -0.09
C -1.62326 -3.91243 -0.74516 0.02 0.20 -0.37
H -2.76263 -2.35302 -1.72660 0.35 -0.25 0.14
H -0.22488 -5.38557 -0.02473 -0.01 0.05 0.03
H -2.52041 -4.38654 -0.32210 0.54 0.17 -0.16
Si 0.87107 1.85624 -2.46449 -2.16 4.44 -0.11
Cl -3.48525 -0.00440 -0.60292 -0.54 -0.32 -0.89
C 2.21925 3.09844 -1.70286 -0.03 -0.66 0.05
C -0.61441 2.84254 -1.83338 -0.08 -0.74 0.41
C 0.81571 2.61035 -4.23027 0.66 -0.42 -0.71
H 2.51703 2.77731 -0.68893 -0.03 0.14 -0.23
H 1.76794 4.09947 -1.58769 0.07 -0.45 -0.16
H 3.13492 3.20745 -2.30516 -0.27 0.14 0.13
H 1.54475 2.15971 -4.91646 -0.12 0.08 -0.14
H 1.06914 3.68873 -4.17415 -0.10 -0.54 0.27
H -0.16816 2.53122 -4.71219 0.20 -0.16 0.29
H -0.41883 3.18843 -0.81160 -0.09 -0.06 -0.08
H -1.54732 2.27388 -1.80698 -0.18 0.21 -0.14
H -0.70053 3.71818 -2.49220 -0.16 -0.30 0.23
O -2.43477 -1.01279 2.75629 -0.23 0.03 0.02
N -2.91964 -0.27518 3.80850 0.20 -1.15 -0.69
C -4.23915 0.06051 3.77008 -1.49 0.70 0.84
C -4.75290 0.77330 4.83506 0.15 -0.58 -1.31
C -3.90353 1.19929 5.85946 -0.47 0.64 1.04
C -2.53839 0.90806 5.79712 0.85 -0.59 -0.74
C -2.04511 0.13678 4.76928 0.34 1.00 1.02
H -4.80902 -0.24365 2.88711 0.31 0.00 0.46
H -5.80768 1.01062 4.81730 0.04 0.09 0.07
H -4.28424 1.79283 6.68706 0.01 -0.15 -0.20
H -1.83905 1.30531 6.52265 -0.07 -0.11 0.04
H -0.99679 -0.09050 4.59735 -0.27 -0.02 0.05
```
Forces are in eV/Å.

Output
LUMO level (spin up / spin down) ... -0.181 / -0.184 eV
Kohn-Sham gap (spin up / spin down) ... 4.6 / 4.8 eV
ΔE to the lowest compared entry with this formula, charge and spin ... 468.5 kJ/mol
Spin multiplicity ... 2